Density functional theory data (wB97M-V/def2-TZVPD) for 2 unconnected molecules or ions with the total composition C2F6N2O3S at a distorted geometry.

## Properties
* energy above the lowest of the compared OMol25 structures with the same formula, charge and spin: 3.688 eV
* energy: -1408.5594 Eh
* Kohn-Sham gap (spin up / spin down): 7.66 / 7.63 eV

```
14
Properties=species:S:1:pos:R:3:forces:R:3:lowdin_charge:R:1
S -1.535 0.646 -0.963 -1.0 -0.4 -0.9 1.212
F -1.770 -0.972 1.235 -0.9 -0.1 -1.9 0.136
F -2.453 -1.688 -0.862 0.0 0.5 2.0 0.056
F 1.489 -2.235 -0.142 0.4 -1.2 -0.1 0.125
F 2.067 -0.816 1.311 -0.4 0.8 0.7 0.144
F -3.628 -0.261 0.301 -0.3 -0.2 0.4 0.136
F 3.327 -1.015 -0.389 1.0 -0.9 -0.2 0.161
O -0.411 2.948 0.311 -1.8 1.5 1.1 0.108
O 1.469 -0.190 -0.792 -3.0 3.5 -1.3 0.078
O 1.577 2.250 0.099 1.4 -0.6 0.5 0.186
N -0.196 0.899 -0.309 3.1 -2.2 1.6 -0.280
N 0.417 2.131 0.129 0.4 0.2 -1.8 -0.454
C -2.404 -0.675 0.078 1.3 -0.2 -0.8 -0.742
C 2.052 -1.022 -0.007 -0.1 -0.7 0.6 -0.866
```
Forces are in eV/Å.


Density functional theory data (wB97M-V/def2-TZVPD) for a molecular structure, C20H17Cl2N4O6P at a distorted geometry.

## Properties
* energy above the lowest of the compared OMol25 structures with the same formula, charge and spin: 0.000 eV
* energy: -2704.5897 Eh
* Kohn-Sham gap: 8.71 eV

```
50
Properties=species:S:1:pos:R:3:forces:R:3:lowdin_charge:R:1
Cl 4.900 -0.628 8.679 0.0 0.1 -0.6 0.644
Cl 4.609 2.512 8.778 0.7 0.6 0.5 0.727
P -5.104 -1.754 -6.511 0.0 -5.1 0.8 0.399
O -0.284 0.943 2.191 0.6 0.5 -0.7 0.009
O 2.140 -0.497 -1.141 0.1 -0.5 -0.4 0.064
O -5.399 -1.668 -4.954 -1.4 2.8 -0.7 -0.070
O -6.379 -1.202 -7.279 1.1 0.7 1.3 -0.047
O -4.851 -3.228 -6.656 -0.1 1.7 -1.4 -0.272
O -3.780 -0.922 -6.910 -3.3 1.3 -0.9 -0.078
N 0.779 1.177 -0.623 -0.4 -0.2 -0.4 0.110
N -0.431 0.336 3.415 1.2 -0.2 1.0 0.135
N 0.237 -1.545 -3.150 2.0 -1.3 0.6 0.124
N 1.742 0.390 2.787 0.7 -0.5 2.5 0.216
C 1.574 1.569 0.568 -3.6 1.2 1.0 -0.212
C -2.155 -2.321 -6.048 2.0 -0.4 0.1 -0.029
C -1.472 -0.416 -4.051 -1.5 3.0 0.3 -0.160
C -2.572 -0.157 -4.937 0.8 -3.2 -1.8 0.090
C 1.059 0.961 1.905 -1.8 -0.2 -2.0 -0.302
C 0.228 -0.307 -2.535 -2.1 1.5 0.6 -0.158
C 1.839 1.431 6.157 -0.7 0.3 -0.3 -0.014
C 3.156 -0.582 6.580 -0.4 4.6 2.1 -0.021
C -0.867 0.424 -2.994 0.6 -1.3 -0.8 0.052
C -2.879 -1.140 -5.948 3.3 1.4 3.4 -0.394
C 0.796 0.059 3.795 0.3 -0.4 -1.3 -0.287
C 1.124 0.125 -1.404 1.1 -1.5 0.4 -0.425
C 3.899 0.218 7.512 0.3 -1.3 -0.3 -0.613
C 1.236 -0.690 5.040 -0.2 -0.9 -1.5 -0.090
C -1.027 -2.486 -5.230 -0.6 1.1 0.8 0.036
C 2.050 0.059 6.005 1.1 0.7 -0.7 -0.242
C 3.789 1.615 7.613 -0.2 -2.9 0.3 -0.752
C 2.745 2.142 6.948 -2.4 1.7 -1.1 -0.128
C -0.714 -1.547 -4.151 -0.6 -2.8 -1.7 -0.200
C 1.399 3.098 0.746 0.1 0.5 -2.3 -0.040
H 2.586 1.265 0.563 1.0 -0.3 -0.8 0.132
H 1.835 -1.568 4.763 -0.1 0.3 -0.6 0.130
H -0.374 -3.250 -5.561 0.7 -0.9 0.4 0.090
H 3.402 -1.569 6.438 0.3 -2.2 -0.2 0.084
H -4.708 -2.163 -4.545 0.8 -0.8 0.7 0.072
H -2.355 -3.033 -6.890 0.2 0.8 1.1 0.139
H 2.064 3.423 1.486 0.9 0.5 1.4 0.054
H 0.403 -1.155 5.500 -1.3 -0.1 0.6 0.116
H -6.177 -1.441 -8.177 -0.4 -0.1 -1.3 0.081
H -1.163 1.437 -2.711 0.1 -0.5 -0.2 0.111
H 0.928 1.924 5.608 2.0 -0.9 1.3 0.158
H -3.162 0.706 -4.981 -0.5 1.3 0.4 0.103
H 0.371 3.442 1.020 0.8 -0.6 -0.4 0.099
H 0.769 -2.386 -2.759 -1.0 2.0 -1.1 0.208
H 2.526 3.171 7.172 0.0 0.5 -0.3 0.103
H 1.773 3.640 -0.198 -0.9 -0.8 1.2 0.112
H -0.105 1.588 -0.924 0.5 0.4 1.1 0.133
```
Forces are in eV/Å.